This record from the Open Molecules 2025 dataset describes a structure of composition CH3NO2 at a distorted geometry. The level of theory is wB97M-V/def2-TZVPD.

Structure (XYZ):
```
7
Properties=species:S:1:pos:R:3:forces:R:3
C 0.5272 0.2274 0.7484 1.2 -1.1 -0.9
N -1.4126 0.2174 -1.6364 1.0 -1.1 0.1
O -0.7801 -0.7253 -1.3766 -0.8 2.0 0.8
O 0.1669 1.4152 0.5773 -0.5 -1.2 0.2
H 1.6012 -0.0850 0.3730 -1.6 0.4 0.7
H -0.1680 -0.4898 -0.1541 0.4 -0.5 -0.8
H 0.0654 -0.5600 1.4683 0.5 1.5 -0.2
```
Positions in Å, forces in eV/Å.

Values from the calculation:
* energy above the lowest of the compared OMol25 structures with the same formula, charge and spin: 168.4 kcal/mol
* frontier orbital gap (alpha / beta): 7.7099 / 7.7319 eV
* energy: -244.910806 Eh
* E_LUMO (alpha / beta): -1.127 / -1.102 eV
* largest force on an atom: 2.3 eV/A